1.
Here is a 8-piece molecular cluster, C22H57O24S7 overall at a distorted geometry from the Open Molecules 2025 dataset. Energies are from ωB97M-V with the def2-TZVPD basis set.

Geometry as XYZ:
```
110
Properties=species:S:1:pos:R:3
O -0.1197 0.1267 1.2138
C -0.0711 -0.0220 -0.1814
O 0.6300 -0.9920 -0.5684
O -0.8441 0.6666 -0.8476
H 0.5291 -0.5563 1.4183
O -2.6443 3.2179 3.5522
S -3.0219 3.4457 2.2046
O -4.3077 3.0003 1.7685
O -2.9320 5.0183 1.9676
C -3.4876 5.4977 0.7196
C -2.7129 6.7570 0.3377
C -1.7539 2.8603 1.1369
H -4.5264 5.7362 0.9416
H -3.4189 4.8001 -0.1128
H -3.0141 7.0837 -0.6546
H -1.6434 6.5488 0.3851
H -2.8898 7.5433 1.0741
H -1.6288 1.7986 1.3172
H -0.8543 3.4326 1.3410
H -2.0790 3.0108 0.1096
O 1.0378 0.1911 5.2881
S 0.9348 -0.9525 4.4462
O 1.7048 -1.0224 3.2448
O 1.2950 -2.1695 5.4141
C 1.6108 -3.4165 4.8056
C 2.2960 -4.3350 5.8009
C -0.7394 -1.3199 4.0392
H 2.3106 -3.2876 3.9749
H 0.7700 -3.9659 4.3697
H 3.2335 -3.8843 6.1354
H 2.5314 -5.2870 5.3239
H 1.7111 -4.5616 6.6934
H -0.6682 -2.3557 3.7066
H -0.9697 -0.7372 3.1483
H -1.3581 -1.1715 4.9143
O -2.0696 -6.0816 1.2407
S -1.0575 -5.1175 1.5107
O -1.0618 -4.3962 2.7337
O 0.3657 -5.8337 1.4374
C 0.6571 -6.5310 0.2106
C 1.7083 -7.5743 0.5087
C -0.9315 -3.9501 0.1965
H 1.0479 -5.8171 -0.5153
H -0.2277 -7.0143 -0.2035
H 2.6016 -7.1413 0.9626
H 2.0071 -8.1288 -0.3807
H 1.3489 -8.3150 1.2278
H 0.0689 -3.5211 0.2702
H -1.6997 -3.1881 0.2481
H -0.9584 -4.4977 -0.7441
O -0.8462 3.3402 -3.3968
S -2.2474 3.3558 -3.1716
O -2.8332 4.0545 -2.0870
O -2.9585 3.9937 -4.4622
C -2.3690 3.6940 -5.7350
C -3.4091 4.0051 -6.7879
C -2.9036 1.7098 -3.2264
H -2.0694 2.6476 -5.8229
H -1.4874 4.3263 -5.8419
H -3.7699 5.0289 -6.6671
H -4.2575 3.3329 -6.6548
H -3.0261 3.9431 -7.8051
H -3.9806 1.8108 -3.1626
H -2.4876 1.2464 -2.3247
H -2.5013 1.2166 -4.1039
O -3.7166 -2.0608 -3.8931
S -2.4684 -2.7240 -3.7320
O -2.3105 -3.8764 -2.9169
O -2.0090 -3.2214 -5.1821
C -2.3049 -2.4022 -6.3198
C -3.1470 -3.2016 -7.3046
C -1.1915 -1.6023 -3.3276
H -1.3887 -2.0424 -6.7870
H -2.8954 -1.5457 -5.9913
H -2.5174 -3.9136 -7.8390
H -3.6258 -2.5185 -8.0046
H -3.8930 -3.7691 -6.7526
H -1.3524 -1.2544 -2.3023
H -1.2249 -0.7556 -4.0098
H -0.2026 -2.0504 -3.3312
O 1.7353 7.0210 1.2745
S 2.2387 6.3094 2.3944
O 1.7044 6.5165 3.6984
O 2.1187 4.7921 2.0002
C 2.5459 3.8011 2.9732
C 1.4368 2.7913 3.1582
C 3.9901 6.5307 2.5539
H 2.8425 4.2522 3.9175
H 3.4152 3.3021 2.5348
H 1.6735 2.1080 3.9729
H 1.2283 2.2122 2.2611
H 0.5523 3.3508 3.4735
H 4.5394 6.1446 1.7013
H 4.2681 6.0606 3.4916
H 4.1343 7.6081 2.6238
O 6.2344 -0.6791 1.8666
S 5.2254 -0.9255 0.9002
O 5.5672 -1.2055 -0.4599
O 4.3842 -2.1396 1.4532
C 3.2839 -2.6224 0.6490
C 3.5889 -4.0429 0.1847
C 4.0119 0.3769 0.9489
H 3.1061 -1.9684 -0.1996
H 2.4269 -2.6554 1.3170
H 3.5494 -4.7215 1.0383
H 4.5690 -4.0926 -0.2866
H 2.8302 -4.3640 -0.5305
H 3.8495 0.5723 2.0061
H 3.1316 0.0684 0.3922
H 4.5041 1.2408 0.5034
```

Calculated values
* DFT total energy: -5465.5879 Eh
* total charge: -1
* HOMO-LUMO gap: 0.3054 Eh

Atomic partial charges in e from the Löwdin method, atoms 1 to 99: -0.0024, -0.7818, -0.0524, -0.0135, 0.0464, -0.2764, 0.5532, -0.2813, -0.2594, -0.2629, -0.0574, -0.1059, 0.1184, 0.0727, 0.0762, 0.0795, 0.0738, 0.0533, 0.0726, 0.0498, -0.2654, 0.5828, -0.2804, -0.2279, -0.2813, -0.0667, -0.0820, 0.1124, 0.1022, 0.0801, 0.0783, 0.0764, 0.0375, 0.0629, 0.0847, -0.2652, 0.5674, -0.2805, -0.2520, -0.2787, -0.0671, -0.1071, 0.1020, 0.1209, 0.0705, 0.0814, 0.0825, 0.0629, 0.0910, 0.0578, -0.2502, 0.5716, -0.2654, -0.2603, -0.2834, -0.0716, -0.0988, 0.1102, 0.1205, 0.0800, 0.0797, 0.0765, 0.0815, 0.0536, 0.0512, -0.2720, 0.5620, -0.2693, -0.2605, -0.2788, -0.0644, -0.1172, 0.1206, 0.1020, 0.0747, 0.0768, 0.0824, 0.0587, 0.0640, 0.0857, -0.2660, 0.5317, -0.2724, -0.2492, -0.2498, -0.0476, -0.1245, 0.1112, 0.1143, 0.0637, 0.0727, 0.0909, 0.0751, 0.0626, 0.0707, -0.2716, 0.5498, -0.2800, -0.2568


2.
Here is an isolated ion of composition C6H8NO and charge +1 at a distorted geometry from the Open Molecules 2025 dataset. Energies are from ωB97M-V with the def2-TZVPD basis set.

Geometry as XYZ:
```
16
Properties=species:S:1:pos:R:3
C 0.1459 1.1833 -0.7794
C -0.7808 0.4237 -0.2551
C 2.0006 -0.1473 0.0106
C -0.4003 -0.8094 0.6138
C 1.0402 -1.2052 0.1183
C -2.3058 0.6372 -0.3279
N 3.0066 0.4069 0.1675
O 3.9352 1.1192 0.3039
H 0.3724 2.1437 -1.1837
H -0.4668 -0.5651 1.7805
H -1.0721 -1.7054 0.4481
H 0.8414 -1.6905 -0.8496
H 1.4588 -1.9991 0.7270
H -2.6106 1.2103 0.5356
H -2.6248 -0.3252 -0.1218
H -2.5401 1.3232 -1.1878
```

Calculated values
* DFT total energy: -362.9109 Eh
* total charge: +1
* HOMO-LUMO gap (alpha / beta): 0.2785 / 0.2786 Eh

How positive or negative is each atom? The Löwdin charges in e answer that: 0.3452, -0.2809, 0.0011, -0.0983, -0.1571, 0.0266, -0.0249, 0.1837, 0.1097, 0.1856, 0.1430, 0.1445, 0.1340, 0.1033, 0.0581, 0.1265


3.
Here is the molecule C3H7N3 at a distorted geometry from the Open Molecules 2025 dataset. Energies are from ωB97M-V with the def2-TZVPD basis set.

Geometry as XYZ:
```
13
Properties=species:S:1:pos:R:3
C 0.4706 1.3358 -0.0717
C -1.6170 0.0751 0.0262
C 1.6000 -1.1990 0.0094
H 1.1062 1.4839 -0.9159
H 0.9164 1.4432 0.8606
H -0.3933 2.0101 -0.0111
H -2.1135 1.0754 0.1716
H -1.9384 -1.7840 -0.0222
H 2.1771 -2.1266 0.2495
H 2.1207 -0.2821 0.1397
N -0.2239 0.0394 -0.1951
N -2.4298 -0.9305 -0.0529
N 0.3251 -1.1407 -0.1881
```

Calculated values
* DFT total energy: -282.6910 Eh
* total charge: 0
* HOMO-LUMO gap: 0.3505 Eh
* SMILES string: [H]/N=C\N(C)N=C

How positive or negative is each atom? The Löwdin charges in e answer that: -0.0326, -0.2423, -0.0222, 0.0870, 0.0639, 0.0793, 0.1196, -0.0032, 0.0791, 0.0297, -0.2305, 0.0798, -0.0078


4.
Here is C4H10N2 as an isolated structure at a distorted geometry from the Open Molecules 2025 dataset. Energies are from ωB97M-V with the def2-TZVPD basis set.

Geometry as XYZ:
```
16
Properties=species:S:1:pos:R:3
C -2.5011 -0.4398 0.0602
C -1.3887 0.6375 -0.0699
C 1.0984 0.0799 -0.0950
C 2.1238 -0.9240 0.0756
H -3.7962 -0.5566 -0.3278
H -1.7152 -1.4260 -0.4765
H -2.5608 -0.8690 1.0800
H -1.5078 1.2774 0.7890
H -1.2174 1.4286 -0.7495
H -0.5112 -1.1557 -0.3228
H 2.5146 -1.4016 -0.9861
H 3.1198 -0.4288 0.4411
H 1.9022 -1.7210 0.7340
H 2.1202 1.6550 -0.1547
N -0.2950 -0.3136 -0.0686
N 1.1033 1.3245 0.0898
```

Calculated values
* DFT total energy: -267.7411 Eh
* total charge: 0
* HOMO-LUMO gap: 0.3523 Eh

How positive or negative is each atom? The Löwdin charges in e answer that: -0.1028, -0.2687, -0.4951, -0.0519, 0.1498, 0.1372, 0.0384, 0.0930, 0.0854, -0.0284, 0.1368, 0.1096, 0.0534, 0.0964, -0.0498, 0.0967


Question: Which value of total charge does entry 2 give?
Answer: +1


Question: Which of these has the highest DFT total energy?
Answer: C4H10N2


Question: Among the records above, which one has the lowest DFT total energy?
Answer: C22H57O24S7